# C5H7N

C5H7N in the gas phase (ωB97M-V/def2-TZVPD, the OMol25 dataset).

```
13
Properties=species:S:1:pos:R:3:forces:R:3:mulliken_charge:R:1
C -1.270 0.886 0.243 -0.141 0.101 0.151 -1.325
C -0.603 -1.105 -0.869 0.566 -0.058 -0.160 -0.887
C -0.377 0.370 -0.889 -0.360 -0.022 -0.077 0.578
N 1.099 0.088 -0.705 0.158 0.311 0.039 -0.447
C 1.302 -0.198 0.664 -0.013 0.117 0.098 -0.152
C 0.610 -1.309 -0.104 -0.043 -0.735 -0.122 0.105
H -0.774 1.480 1.010 -0.065 0.135 -0.209 0.336
H -2.097 1.454 -0.182 0.115 0.068 0.044 0.344
H -1.717 0.004 0.726 0.004 0.404 0.201 0.369
H -0.526 0.881 -1.845 -0.062 -0.144 0.229 0.342
H 0.803 0.389 1.430 -0.085 -0.262 -0.142 0.137
H 2.333 -0.455 0.903 -0.198 0.002 -0.065 0.246
H 1.148 -2.246 -0.193 0.124 0.082 0.014 0.354
```
Positions in Å, forces in eV/Å.

The energy relative to the best compared isomer or geometry (same formula, charge and spin) is 556.5 kJ/mol. The charge is 0. For the total energy, the calculation gives -249.2613 hartree. The calculation puts the HOMO-LUMO gap at 0.321 Eh. As for the multiplicity: 1.